[1]
Formula: C8H12O10Rb4S
Source: the OMol25 dataset
Level of theory: wB97M-V/def2-TZVPD

Geometry as XYZ:
```
35
Properties=species:S:1:pos:R:3:nbo_charge:R:1
Rb -3.18941 6.09981 2.13524 0.98
Rb 1.33668 9.28471 1.55642 0.98
Rb 0.07107 2.49790 4.64449 0.98
Rb 4.23922 5.48679 3.84111 0.99
S 0.49301 3.82448 0.07877 2.62
O 1.70971 3.56218 0.82111 -1.17
O -0.53196 3.04142 0.71517 -1.16
O 0.22315 5.22062 0.26873 -1.20
O 0.57900 3.61176 -1.36075 -1.02
C -3.59309 -1.81331 -0.78104 -0.65
C -3.64857 -1.13700 0.55869 0.06
C -4.85382 -1.50525 1.43119 -0.10
O -4.17112 -1.89246 2.65900 -0.48
C -2.91488 -1.46798 2.54712 0.98
O -2.15317 -1.18724 3.44583 -0.63
O -2.54141 -1.42863 1.29795 -0.46
H -4.45633 -1.66460 -1.42973 0.23
H -3.55333 -2.90259 -0.78287 0.23
H -2.79750 -1.51200 -1.46247 0.24
H -3.61574 -0.05517 0.42960 0.18
H -5.26146 -2.36354 0.89708 0.21
H -5.51849 -0.65754 1.59766 0.20
C 2.13511 -2.24986 -2.77510 -0.63
C 2.88878 -1.41794 -1.75599 0.07
C 3.60820 -2.14745 -0.62020 -0.09
O 5.00824 -1.98113 -0.90235 -0.51
C 5.22493 -1.06000 -1.90671 0.97
O 6.12100 -0.19274 -2.04796 -0.58
O 4.05786 -0.85099 -2.51871 -0.50
H 1.50669 -2.99688 -2.29016 0.22
H 2.89693 -2.96392 -3.08790 0.22
H 1.67516 -1.67380 -3.57803 0.24
H 2.19048 -0.66816 -1.38406 0.21
H 3.37048 -3.20999 -0.56905 0.20
H 3.46449 -1.62933 0.32796 0.19
```

Properties
Energy relative to the best compared isomer or geometry (same formula, charge and spin), kcal/mol: 180.2
Total charge: +2
LUMO, eV: -7.2
Kohn-Sham gap, eV: 2.92

[2]
Formula: C24H18N4O7P3S3V
Source: the OMol25 dataset
Level of theory: wB97M-V/def2-TZVPD

Geometry as XYZ:
```
60
Properties=species:S:1:pos:R:3:nbo_charge:R:1
V -1.55752 0.94748 -0.89206 1.26
S -4.65671 -3.52928 4.27175 0.99
N -3.84426 -2.15787 4.46544 -0.59
C -3.49795 -1.77943 3.25562 0.17
C -2.75152 -0.56970 2.93752 -0.11
C -2.24487 0.33242 3.87654 -0.08
C -1.56557 1.43820 3.42902 -0.23
C -1.40799 1.63978 2.06762 0.11
N -1.87283 0.77800 1.16205 -0.47
C -2.52764 -0.31612 1.60327 0.26
C -2.93885 -1.23939 0.55299 0.17
N -2.55811 -0.87628 -0.69761 -0.47
C -2.85209 -1.71181 -1.70119 0.13
C -3.53662 -2.90270 -1.49971 -0.23
C -3.93357 -3.25479 -0.23344 -0.07
C -3.62006 -2.40407 0.82855 -0.07
C -3.93540 -2.66228 2.22946 0.09
N -4.60639 -3.70101 2.67542 -0.57
H -2.39293 0.14390 4.93429 0.25
H -1.15708 2.16338 4.11797 0.25
H -0.89510 2.50842 1.69247 0.24
H -2.51990 -1.43197 -2.68471 0.24
H -3.74585 -3.53537 -2.35183 0.25
H -4.46927 -4.17820 -0.03824 0.26
O -1.85690 1.68248 -4.91727 -0.96
P -1.00743 1.34736 -3.64411 2.55
O 0.07437 0.42488 -3.87212 -1.03
O -2.06769 0.82874 -2.53295 -0.92
O -0.58094 2.79643 -3.01273 -1.06
P -1.55853 3.51927 -1.92853 2.52
O -0.86665 4.88051 -1.60411 -0.96
O -2.93090 3.55926 -2.43543 -1.09
O -1.30631 2.67380 -0.59469 -0.95
H -2.62650 2.26605 -4.74878 0.54
H -1.18977 5.62182 -2.15288 0.54
S 2.74898 1.88384 -2.55800 -0.42
P 2.31664 0.57638 -1.21957 1.16
S 0.31880 -0.14549 -0.61281 -0.26
C 2.81194 1.21005 0.40645 -0.31
C 2.14769 2.33035 0.91054 -0.23
C 2.58200 2.92603 2.08491 -0.20
C 3.68616 2.40970 2.76015 -0.19
C 4.35211 1.30375 2.25563 -0.20
C 3.91870 0.70016 1.07589 -0.21
C 3.10154 -1.03736 -1.43923 -0.35
C 2.89027 -2.08541 -0.53432 -0.21
C 3.59147 -3.27279 -0.67488 -0.21
C 4.50393 -3.42095 -1.71407 -0.18
C 4.70314 -2.38979 -2.62180 -0.19
C 4.00325 -1.19430 -2.48787 -0.19
H 1.31845 2.75523 0.35816 0.22
H 2.07700 3.80974 2.46439 0.22
H 4.03303 2.88160 3.67433 0.22
H 5.22172 0.91023 2.77321 0.23
H 4.45165 -0.15714 0.67714 0.23
H 2.18327 -1.97304 0.27994 0.22
H 3.43063 -4.08370 0.02789 0.22
H 5.05825 -4.34751 -1.81505 0.23
H 5.40887 -2.50879 -3.43658 0.23
H 4.14582 -0.38264 -3.19202 0.25
```

Properties
Energy relative to the best compared isomer or geometry (same formula, charge and spin), kcal/mol: 32.2
2S+1: 2
Total charge: +1
LUMO (alpha / beta), eV: -4.7 / -4.7
Kohn-Sham gap (alpha / beta), eV: 6.11 / 6.10

[3]
Formula: C18H37GdOP3S
Source: the OMol25 dataset
Level of theory: wB97M-V/def2-TZVPD

Geometry as XYZ:
```
61
Properties=species:S:1:pos:R:3:mulliken_spin:R:1
Gd -0.24400 0.85436 0.15136 5.69
P 1.89781 0.56014 2.36248 -0.03
P 2.83502 -0.60415 -0.76196 -0.04
P -0.18642 -2.14196 0.16386 -0.11
H -5.66481 3.25467 -2.39136 0.03
C -5.86444 2.48692 -1.62872 0.32
C -5.74014 2.57642 -0.30457 0.33
H -5.07946 3.29555 0.21502 0.06
C 2.63414 2.07096 3.08848 0.00
C 3.26961 -0.60421 2.78863 0.00
C 0.68218 0.06271 3.64728 0.00
C 2.79244 -0.86834 -2.57549 0.00
C 4.53136 0.09558 -0.67144 0.00
C 3.34607 -2.30107 -0.23362 0.00
C -1.94571 -2.62150 0.43338 0.02
C 0.50752 -3.39711 1.33113 0.01
C 0.02675 -3.04699 -1.43808 0.01
H -6.35219 1.59480 -2.05281 0.03
H -6.46394 2.07284 0.36916 0.01
H 1.91171 2.89105 3.00073 0.00
H 3.52966 2.35861 2.51806 0.00
H 2.88466 1.91973 4.15151 0.00
H 4.16954 -0.39329 2.19744 0.00
H 2.96750 -1.63654 2.57564 0.00
H 3.51954 -0.51654 3.85969 0.00
H -0.21836 0.68989 3.57250 0.00
H 1.15959 0.16652 4.63501 0.00
H 0.36177 -0.97553 3.47719 0.00
H 3.69459 -1.41188 -2.89120 0.00
H 2.75720 0.10973 -3.06485 0.00
H 1.88821 -1.41235 -2.86252 0.00
H 5.26127 -0.65489 -1.01688 0.00
H 4.77384 0.40414 0.35005 0.00
H 4.59523 0.99483 -1.29168 0.00
H 4.29537 -2.57653 -0.71622 0.00
H 2.58172 -3.04433 -0.47162 0.00
H 3.49475 -2.32807 0.84949 0.00
H -2.07051 -3.68648 0.17371 0.00
H -2.59451 -1.98499 -0.17760 -0.01
H -2.22240 -2.44249 1.48072 0.00
H 0.04738 -4.38292 1.17200 0.00
H 0.31301 -3.07174 2.35886 0.00
H 1.59010 -3.50819 1.24052 0.00
H -0.64844 -3.91479 -1.47519 0.00
H 1.05216 -3.39028 -1.62041 0.00
H -0.25986 -2.36792 -2.25058 -0.01
C -3.09441 1.55930 -0.54040 0.00
C -3.47927 0.80857 -1.68262 0.12
C -3.41020 1.41304 -2.92803 0.05
C -3.10691 2.78171 -3.08491 0.11
C -2.81556 3.52125 -1.94007 0.00
C -2.82019 2.94714 -0.67970 0.08
S -2.92847 0.76943 0.96219 0.67
H -1.36281 0.02798 -1.15295 -0.30
H -3.90879 -0.18840 -1.55000 -0.02
H -3.61590 0.74372 -3.76322 0.01
H -3.12449 3.31436 -4.04048 0.00
H -2.60360 4.58417 -2.01564 0.00
H -2.69458 3.58157 0.20290 0.01
O 3.02436 2.85217 -0.03998 0.00
C 2.12430 2.10963 -0.01421 0.00
```

Properties
Energy relative to the best compared isomer or geometry (same formula, charge and spin), kcal/mol: 135.2
2S+1: 8
Total charge: +3
LUMO (alpha / beta), eV: -11.0 / -13.6
Kohn-Sham gap (alpha / beta), eV: 5.62 / 3.09

[4]
Formula: C36H40N2O2PTi
Source: the OMol25 dataset
Level of theory: wB97M-V/def2-TZVPD

Geometry as XYZ:
```
82
Properties=species:S:1:pos:R:3:mulliken_spin:R:1
Ti 9.06106 14.11773 12.74960 1.33
N 11.20724 14.20866 12.69407 -0.02
C 11.81232 15.38917 11.99316 -0.01
C 12.97748 15.99308 12.45234 0.00
C 13.61476 17.02048 11.65445 0.00
C 12.96698 17.52155 10.56646 0.00
C 11.78219 16.94151 10.13528 0.02
C 11.16499 15.92531 10.86228 -0.04
P 9.39690 15.64535 10.53518 0.10
C 8.80642 17.37664 10.79441 -0.06
C 9.44944 18.15860 11.78713 0.04
C 9.24069 19.51381 11.87462 0.01
C 8.39097 20.14273 10.95809 0.00
C 7.60216 19.36300 10.13867 0.00
C 7.74372 18.00064 10.12279 0.00
C 9.26472 15.30150 8.78677 0.05
C 10.35199 15.33982 7.87619 0.00
C 10.13001 15.36922 6.48310 0.00
C 8.81465 15.49470 6.00883 0.00
C 7.71742 15.53950 6.87972 0.00
C 7.95940 15.37963 8.25125 -0.01
H 11.69813 14.06499 13.58647 0.01
H 11.41729 13.37495 12.15342 -0.01
H 13.36650 15.73288 13.45744 0.00
H 14.54991 17.41276 11.98755 0.00
H 13.49768 18.31237 9.96464 0.00
H 11.26090 17.35807 9.25907 0.00
H 10.22085 17.73959 12.44180 -0.01
H 9.85168 20.04742 12.62099 0.00
H 8.28700 21.26010 10.91259 0.00
H 6.75654 19.81683 9.60207 0.00
H 7.06392 17.42805 9.46409 0.00
H 11.36807 15.37952 8.24742 0.00
H 10.96092 15.25580 5.83424 0.00
H 8.63281 15.52077 4.94013 0.00
H 6.69992 15.65351 6.54916 0.00
H 7.20320 15.45069 9.01455 -0.01
O 7.26242 15.16122 12.88874 0.00
C 7.40993 16.17146 13.91002 0.00
C 8.52388 15.79968 14.81176 0.21
C 9.09007 16.76214 15.64600 -0.06
C 10.00067 16.28484 16.62120 0.15
C 10.19039 14.90187 16.76681 -0.03
C 9.62756 14.00773 15.87882 0.10
N 8.88961 14.46885 14.82808 0.12
H 6.45514 15.32519 12.27276 0.01
H 6.39863 16.21217 14.45752 0.02
H 7.53470 17.11555 13.42581 -0.04
H 8.66813 17.78199 15.61053 0.00
H 10.52751 17.00588 17.23784 0.01
H 10.88993 14.44390 17.47300 0.00
H 9.84467 12.91768 15.93395 0.01
C 10.97794 11.54995 10.03578 -0.03
C 10.84091 10.43353 11.07249 0.01
C 12.08049 10.36814 12.00723 0.00
C 9.47371 10.26949 11.72973 0.01
C 9.17294 9.07364 12.35768 0.00
C 7.90255 8.66392 12.75834 0.00
C 6.84714 9.51502 12.47764 0.00
C 7.07250 10.79494 12.01495 0.00
C 5.82785 11.49132 11.43042 0.00
C 6.10440 12.54935 10.42250 0.02
C 4.74659 11.81236 12.46956 0.00
C 8.44499 11.19071 11.89473 0.03
O 8.75870 12.43498 12.40774 0.01
H 11.97359 11.38766 9.54632 0.00
H 10.96224 12.53668 10.47717 0.04
H 10.18879 11.54602 9.28906 0.00
H 10.88284 9.51739 10.48553 0.00
H 12.00583 11.03250 12.86670 0.00
H 12.99410 10.66328 11.46048 0.00
H 12.14187 9.30273 12.35484 0.00
H 10.02833 8.38802 12.56654 0.00
H 7.67720 7.73807 13.25403 0.00
H 5.81373 9.11225 12.46836 0.00
H 5.33814 10.72671 10.81586 0.00
H 6.24671 13.58923 10.77882 0.00
H 5.23881 12.66367 9.77189 0.00
H 6.95326 12.24169 9.79865 0.00
H 5.16536 12.42025 13.30382 0.00
H 4.33173 10.85673 12.83028 0.00
H 3.99306 12.38436 12.00983 0.00
```

Properties
Energy relative to the best compared isomer or geometry (same formula, charge and spin), kcal/mol: 17.1
2S+1: 3
Total charge: +1
LUMO (alpha / beta), eV: -2.7 / -2.4
Kohn-Sham gap (alpha / beta), eV: 4.97 / 7.42

no.,total energy (eV)
1,-42405.4033
2,-131537.8816
3,-80815.0639
4,-77453.3385